1.
Below is a gas-phase ion, C4H10NS (charge -1), with properties calculated with the ωB97M-V functional and the def2-TZVPD basis.

Output
structure (SMILES) = CNCCC[S-]
molecular weight = 104.2 g mol⁻¹
frontier orbital gap = 5.80 eV
relative energy (zero: lowest compared OMol25 entry of this formula, charge and spin) = 6.2 kcal per mole

ORCA input file:
```
! RIJCOSX wB97M-V def2-TZVPD def2/J DEFGRID3
* xyz -1 1
C -2.795 -1.871 0.368
N -1.856 -0.863 -0.039
C -0.878 -0.571 1.006
C 0.122 0.526 0.647
C 0.982 0.232 -0.607
S 2.363 1.400 -0.779
H -3.293 -1.635 1.309
H -3.582 -1.989 -0.384
H -2.324 -2.864 0.509
H -1.443 -1.066 -0.938
H -1.448 -0.396 1.920
H -0.324 -1.524 1.211
H -0.526 1.405 0.561
H 0.811 0.662 1.480
H 1.262 -0.819 -0.434
H 0.313 0.299 -1.470
*
```

2.
Below is 2 unconnected molecules or ions with the total composition C4H10NS, with properties calculated with the ωB97M-V functional and the def2-TZVPD basis.

Output
molecular weight = 104.2 g mol⁻¹
frontier orbital gap = 8.06 eV
relative energy (zero: lowest compared OMol25 entry of this formula, charge and spin) = 39.0 kcal per mole

ORCA input file:
```
! RIJCOSX wB97M-V def2-TZVPD def2/J DEFGRID3
* xyz 1 1
C -1.954 1.478 -0.134
S -2.251 0.051 -1.270
H -1.402 1.219 0.770
H -1.419 2.239 -0.692
H -2.909 1.887 0.183
H -1.413 0.459 -2.225
C 1.507 -0.968 0.948
C 0.803 -1.153 2.054
C 1.399 -0.256 -1.358
N 0.860 -0.657 -0.282
H 2.582 -0.976 0.824
H -0.264 -0.991 2.126
H 1.352 -1.451 2.936
H 0.827 -0.100 -2.259
H 2.463 -0.044 -1.370
H -0.181 -0.738 -0.250
*
```

3.
Below is a gas-phase ion, C4H10NS (charge +1), with properties calculated with the ωB97M-V functional and the def2-TZVPD basis.

Output
molecular weight = 104.2 g mol⁻¹
frontier orbital gap (alpha / beta) = 7.50 / 6.87 eV
relative energy (zero: lowest compared OMol25 entry of this formula, charge and spin) = 6.4 kcal per mole

ORCA input file:
```
! RIJCOSX wB97M-V def2-TZVPD def2/J DEFGRID3
* xyz 1 3
C -2.534 -0.310 -0.245
C -0.081 0.221 0.331
C 2.472 0.087 0.595
C 1.258 0.442 -0.224
N -0.207 -0.665 1.307
S -1.406 1.095 -0.395
H -2.222 -1.165 -0.975
H -3.527 0.120 -0.670
H 3.393 0.454 0.261
H 2.687 -1.060 0.824
H 2.483 0.459 1.667
H 1.485 -0.108 -1.169
H 1.409 1.476 -0.450
H -1.145 -0.790 1.698
H -2.700 -0.476 0.850
H 0.672 -0.877 1.735
*
```

4.
Below is 2 unconnected molecules or ions with the total composition C4H10NS2, with properties calculated with the ωB97M-V functional and the def2-TZVPD basis.

Output
molecular weight = 136.3 g mol⁻¹
frontier orbital gap (alpha / beta) = 8.02 / 4.59 eV
relative energy (zero: lowest compared OMol25 entry of this formula, charge and spin) = 44.4 kcal per mole

ORCA input file:
```
! RIJCOSX wB97M-V def2-TZVPD def2/J DEFGRID3
* xyz 1 3
C 1.622 1.753 0.906
C -1.043 -2.560 -0.896
C -1.241 0.417 -0.490
C 0.015 -1.661 -0.260
N -0.132 -0.425 -0.057
S 0.760 2.930 1.864
S 3.283 1.467 0.821
H -0.561 -3.568 -0.934
H -1.766 -2.477 -0.193
H -1.518 -2.229 -1.850
H -1.531 0.371 -1.605
H -2.209 0.095 0.137
H -0.846 1.452 -0.344
H 1.048 -2.028 0.079
H 0.838 0.979 0.606
H -0.461 2.816 1.128
H 3.742 2.668 1.087
*
```

5.
Below is a molecular structure, C4H10O, with properties calculated with the ωB97M-V functional and the def2-TZVPD basis.

Output
molecular weight = 74.1 g mol⁻¹
frontier orbital gap = 9.25 eV
relative energy (zero: lowest compared OMol25 entry of this formula, charge and spin) = 77.5 kcal per mole

ORCA input file:
```
! RIJCOSX wB97M-V def2-TZVPD def2/J DEFGRID3
* xyz 0 1
C 1.138 1.658 0.216
C 1.085 0.135 0.103
C -0.218 -0.450 0.616
C -0.819 -1.559 -0.028
O -2.181 -0.568 -0.794
H 0.339 2.120 -0.376
H 1.001 1.978 1.256
H 2.097 2.058 -0.134
H 1.217 -0.151 -0.951
H 1.943 -0.295 0.640
H -1.381 0.051 -0.095
H -0.392 -0.365 1.689
H -0.377 -1.987 -0.928
H -1.473 -2.236 0.514
H -1.980 -0.389 -1.729
*
```

6.
Below is 2 unconnected molecules or ions with the total composition C4H10O, with properties calculated with the ωB97M-V functional and the def2-TZVPD basis.

Output
structure (SMILES) = CC=O.CC
molecular weight = 74.1 g mol⁻¹
frontier orbital gap = 10.91 eV
relative energy (zero: lowest compared OMol25 entry of this formula, charge and spin) = 25.6 kcal per mole

ORCA input file:
```
! RIJCOSX wB97M-V def2-TZVPD def2/J DEFGRID3
* xyz 0 1
C -1.470 -0.919 -3.136
C -1.791 0.453 -2.653
O -1.277 1.019 -1.728
H -0.832 -1.451 -2.443
H -2.429 -1.402 -3.303
H -1.001 -0.986 -4.121
H -2.343 1.100 -3.355
C 2.249 0.555 3.666
C 1.793 -0.840 3.205
H 2.210 1.279 2.841
H 1.596 1.079 4.374
H 3.277 0.458 4.014
H 2.472 -1.273 2.462
H 0.898 -0.741 2.590
H 1.813 -1.568 4.019
*
```